Density functional theory data (wB97M-V/def2-TZVPD) for C2H2N2O as an isolated structure in a non-equilibrium geometry.

Geometry as XYZ:
```
7
Properties=species:S:1:pos:R:3:forces:R:3:nbo_charge:R:1
N 0.899 0.401 0.476 1.740 0.360 0.782 -0.155
N -1.550 -0.259 -0.687 0.766 0.223 0.366 -0.283
H 1.421 2.088 1.100 -0.158 -0.341 -0.122 0.484
O 0.603 1.730 0.720 -0.591 -0.317 -0.344 -0.502
C 0.204 -0.443 -0.028 -1.664 0.953 -0.435 0.323
C -0.794 -1.237 -0.653 0.090 -0.506 -0.056 -0.057
H -0.783 -2.279 -0.928 -0.183 -0.372 -0.191 0.189
```
Forces are in eV/Å.

For the frontier orbital gap (alpha / beta), the calculation gives 0.34626 / 0.34624 Eh.

Density functional theory data (wB97M-V/def2-TZVPD) for one molecule with the formula C2H2N2O in a non-equilibrium geometry.

Geometry as XYZ:
```
7
Properties=species:S:1:pos:R:3:forces:R:3:nbo_charge:R:1
N 2.245 -0.721 0.002 1.356 -0.859 -0.041 -0.247
H -2.001 -1.211 0.129 0.053 -0.061 -0.129 0.487
C 1.345 -0.028 -0.033 -0.358 -0.011 0.119 0.204
N -1.006 0.340 -0.005 0.427 -0.180 0.061 -0.041
O -1.067 -1.035 -0.044 -0.058 0.304 0.196 -0.535
H 0.287 1.878 -0.043 0.041 -0.855 0.150 0.238
C 0.197 0.776 -0.006 -1.460 1.662 -0.356 -0.105
```
Forces are in eV/Å.

The structure (SMILES) is N#C/C=N\O. For the frontier orbital gap, the calculation gives 0.39698 Eh.

Density functional theory data (wB97M-V/def2-TZVPD) for one molecule with the formula C2H2N2O in a non-equilibrium geometry.

Geometry as XYZ:
```
7
Properties=species:S:1:pos:R:3:forces:R:3:nbo_charge:R:1
C 0.062 0.430 0.248 0.436 -0.444 0.077 -0.385
H 0.317 1.486 0.068 1.762 -1.208 0.836 0.224
N -1.220 0.458 -0.262 0.790 2.441 -1.450 0.077
C 0.684 -0.882 0.227 -0.416 0.004 0.499 0.351
N -1.653 1.373 -0.771 -2.563 -1.563 0.183 0.164
O 0.063 -1.900 -0.034 0.130 0.380 -0.002 -0.569
H 1.747 -0.964 0.524 -0.139 0.390 -0.143 0.138
```
Forces are in eV/Å.

For the frontier orbital gap, the calculation gives 0.27078 Eh.

Density functional theory data (wB97M-V/def2-TZVPD) for C2H2N2O as an isolated structure in a non-equilibrium geometry.

Geometry as XYZ:
```
7
Properties=species:S:1:pos:R:3:forces:R:3:nbo_charge:R:1
H 1.902 -0.691 0.549 -0.256 -1.829 2.081 0.224
N -0.912 0.886 0.209 3.867 1.558 0.785 -0.332
H 2.263 0.288 -0.603 0.384 1.594 -1.831 0.231
C 0.178 0.408 0.014 -1.525 1.248 0.480 0.241
N -2.537 -0.944 0.209 -0.622 -1.004 0.308 0.215
C 1.455 0.073 0.019 0.188 -0.374 -0.418 -0.522
O -2.349 -0.019 -0.396 -2.036 -1.192 -1.405 -0.057
```
Forces are in eV/Å.

For the frontier orbital gap (alpha / beta), the calculation gives 0.31593 / 0.27290 Eh.

Density functional theory data (wB97M-V/def2-TZVPD) for a 2-piece molecular cluster, C2H2N2O overall in a non-equilibrium geometry.

Geometry as XYZ:
```
7
Properties=species:S:1:pos:R:3:forces:R:3:nbo_charge:R:1
O 1.087 1.501 -0.340 0.496 -0.343 -1.504 -0.628
C 0.905 0.199 -0.210 1.349 11.190 5.593 0.150
N -2.328 0.141 0.465 -0.188 -0.235 0.045 0.002
H 0.372 -1.874 0.049 -0.283 -0.485 0.853 0.182
C 0.695 -0.958 -0.364 -0.854 -9.460 -4.738 -0.193
H 2.004 1.857 -0.182 -0.651 -0.920 -0.228 0.495
N -2.736 -0.865 0.582 0.132 0.253 -0.021 -0.008
```
Forces are in eV/Å.

For the frontier orbital gap (alpha / beta), the calculation gives 0.20050 / 0.30323 Eh. Its multiplicity is 3.

Density functional theory data (wB97M-V/def2-TZVPD) for a 2-piece molecular cluster, C2H2N2O2 overall.

Geometry as XYZ:
```
8
Properties=species:S:1:pos:R:3:forces:R:3:nbo_charge:R:1
N 0.723 -0.528 -0.247 -0.059 0.181 -0.193 -0.773
N 0.085 1.757 -0.186 0.149 -0.512 -0.570 -0.081
H 0.767 1.323 -1.562 0.357 0.035 -0.067 0.321
O -0.823 0.636 1.366 0.278 -0.666 0.182 -0.551
C -0.532 -0.528 1.367 -0.332 -0.051 0.550 1.021
H 1.074 -1.269 -0.835 0.054 0.278 -0.141 0.408
O -0.557 -1.635 1.759 0.006 0.604 -0.252 -0.536
C 0.591 0.687 -0.614 -0.453 0.132 0.491 0.190
```
Forces are in eV/Å.

For the frontier orbital gap, the calculation gives 0.32795 Eh.

no.,E (Ha)
1,-261.9685
2,-262.0811
3,-262.0293
4,-261.9380
5,-261.9058
6,-337.2824